This record from the Open Molecules 2025 dataset describes a gas-phase ion, C6H15N (charge -1) in a non-equilibrium geometry. The level of theory is wB97M-V/def2-TZVPD.

XYZ file:
```
22
C6H15N, DFT wB97M-V/def2-TZVPD
C 0.796 1.525 -2.297
C 0.891 1.132 -0.821
C 1.180 -0.331 -0.575
C -0.064 -1.215 -0.679
C -1.049 -1.268 0.509
N -1.205 -0.033 1.253
C -0.547 0.128 2.511
H 0.157 0.865 -2.894
H 1.768 1.428 -2.763
H 0.413 2.541 -2.415
H 1.700 1.723 -0.448
H 0.041 1.468 -0.234
H 1.853 -0.743 -1.335
H 1.642 -0.398 0.413
H 0.207 -2.269 -0.847
H -0.607 -0.988 -1.596
H -0.670 -2.017 1.207
H -2.021 -1.598 0.128
H -2.134 0.310 1.188
H 0.398 0.680 2.439
H -1.098 0.796 3.191
H -0.390 -0.802 3.048
```

Results
charge	-1
frontier orbital gap (spin up / spin down)	2.43 / 8.25	eV
HOMO energy (spin up / spin down)	1.50 / -4.49	eV
M	101.2	g/mol
energy relative to the best compared isomer or geometry (same formula, charge and spin)	54.7	kJ/mol
expectation value of S²	0.750
LUMO (spin up / spin down)	3.928 / 3.760	eV
multiplicity	2

This record from the Open Molecules 2025 dataset describes a molecular structure, C13H17CrNO7. The level of theory is wB97M-V/def2-TZVPD.

XYZ file:
```
39
C13H17CrNO7, DFT wB97M-V/def2-TZVPD
Cr 0.762 0.177 -0.095
C 2.174 -1.764 1.654
O 0.878 -1.099 1.563
C -0.235 -2.021 1.511
C -0.455 -2.470 0.093
O -0.607 -1.230 -0.662
C -0.540 -1.317 -2.119
C -0.698 0.098 -2.584
O 0.357 0.854 -1.940
C 0.358 2.273 -2.292
H 2.133 -2.462 2.487
H 2.913 -0.994 1.841
H 2.408 -2.294 0.730
H -1.096 -1.465 1.878
H -0.054 -2.866 2.173
H -1.367 -3.060 0.007
H 0.382 -3.034 -0.321
H -1.336 -1.953 -2.499
H 0.429 -1.736 -2.398
H -1.658 0.510 -2.268
H -0.611 0.171 -3.667
H 0.593 2.349 -3.350
H 1.131 2.745 -1.696
H -0.615 2.705 -2.069
O -2.280 5.532 2.899
C -1.062 5.453 2.691
O -0.093 6.187 2.924
C -0.645 4.100 2.068
C -1.613 3.190 1.655
C -1.241 2.008 1.052
N 0.056 1.725 0.862
C 1.014 2.584 1.281
C 0.704 3.772 1.882
C 2.373 2.084 0.964
O 3.417 2.528 1.273
O 2.295 0.912 0.155
H -2.652 3.448 1.822
H -1.961 1.273 0.710
H 1.470 4.468 2.203
```

Results
charge	+1
frontier orbital gap (spin up / spin down)	4.52 / 5.12	eV
HOMO energy (spin up / spin down)	-10.35 / -10.35	eV
M	351.3	g/mol
expectation value of S²	0.758
LUMO (spin up / spin down)	-5.833 / -5.228	eV
multiplicity	2

This record from the Open Molecules 2025 dataset describes a molecular structure, C44H68N7O3PSiTi in a non-equilibrium geometry. The level of theory is wB97M-V/def2-TZVPD.

XYZ file:
```
125
C44H68N7O3PSiTi, DFT wB97M-V/def2-TZVPD
Ti -1.336 0.169 -0.107
C 0.337 1.534 0.504
Si 1.566 2.731 -0.378
C 1.194 3.851 -1.871
N 0.692 3.209 -3.061
C -0.567 3.712 -3.613
C -0.453 4.016 -5.107
C 0.038 2.804 -5.955
C 0.861 1.849 -5.106
C 1.632 2.555 -4.008
C 2.999 1.626 -1.047
C 3.133 0.270 -0.651
C 4.220 -0.488 -1.106
C 5.197 0.053 -1.903
C 5.033 1.359 -2.351
C 3.998 2.171 -1.874
C 2.411 3.910 0.884
C 3.727 3.646 1.363
C 4.389 4.591 2.145
C 3.796 5.813 2.449
C 2.489 6.044 2.060
C 1.789 5.117 1.298
H -0.158 2.116 1.295
H 1.035 0.850 1.057
H 2.151 4.428 -2.108
H 0.451 4.611 -1.541
H -0.877 4.608 -3.031
H -1.324 2.932 -3.494
H 0.258 4.838 -5.272
H -1.440 4.318 -5.505
H 0.682 3.145 -6.777
H -0.827 2.281 -6.373
H 1.593 1.273 -5.721
H 0.198 1.069 -4.639
H 2.307 3.311 -4.448
H 2.180 1.835 -3.444
H 2.445 -0.186 0.051
H 4.316 -1.527 -0.864
H 6.041 -0.564 -2.242
H 5.741 1.782 -3.086
H 4.032 3.272 -2.079
H 4.276 2.767 1.144
H 5.355 4.336 2.617
H 4.376 6.598 2.939
H 1.978 6.943 2.400
H 0.747 5.295 1.095
N -4.018 -0.765 -3.326
C -3.601 -0.684 -2.056
O -2.332 -0.636 -1.818
C -4.642 -0.444 -1.025
C -3.997 -0.534 0.295
H -3.316 -0.640 -4.090
H -4.906 -1.191 -3.559
H -5.483 -1.136 -1.114
H -4.981 0.557 -1.287
H -3.833 -1.570 0.589
H -4.207 0.207 1.065
O 0.242 -0.392 -1.760
H 1.120 0.002 -1.851
H -0.181 -0.563 -2.619
O -2.079 0.626 3.217
H -1.616 -0.075 2.700
H -1.554 0.734 4.026
N -1.084 -1.134 1.172
P -0.543 -2.592 1.391
N -0.298 -3.586 0.036
C -1.349 -4.480 -0.450
C -1.554 -4.588 -1.988
C -0.364 -4.124 -2.823
C 0.911 -4.398 -1.970
C 0.902 -3.363 -0.818
N -1.533 -3.419 2.527
C -1.180 -4.752 3.046
C -1.237 -4.826 4.571
C -2.602 -4.327 5.078
C -2.790 -2.884 4.555
C -2.765 -2.872 3.052
N 1.025 -2.385 2.024
C 1.135 -1.301 3.053
C 2.558 -0.731 3.177
C 3.580 -1.867 3.407
C 3.366 -2.984 2.383
C 1.888 -3.505 2.338
H -2.293 -4.168 0.048
H -1.100 -5.491 -0.116
H -2.416 -4.016 -2.348
H -1.794 -5.654 -2.235
H -0.349 -3.031 -3.073
H -0.313 -4.660 -3.783
H 1.828 -4.305 -2.550
H 0.869 -5.426 -1.533
H 0.884 -2.319 -1.159
H 1.813 -3.478 -0.234
H -0.192 -5.028 2.669
H -1.868 -5.504 2.658
H -0.415 -4.216 4.984
H -1.092 -5.882 4.855
H -2.540 -4.305 6.161
H -3.421 -5.047 4.757
H -2.087 -2.166 4.992
H -3.784 -2.475 4.847
H -2.963 -1.864 2.603
H -3.650 -3.474 2.667
H 0.877 -1.728 4.074
H 0.400 -0.507 2.867
H 2.509 -0.045 4.051
H 2.768 -0.149 2.282
H 3.538 -2.276 4.455
H 4.623 -1.496 3.340
H 4.037 -3.846 2.547
H 3.631 -2.543 1.411
H 1.631 -3.938 3.318
H 1.779 -4.271 1.561
N -5.743 6.145 0.391
C -5.014 5.253 0.222
C -4.067 4.213 0.036
C -3.975 3.472 -1.143
C -2.985 2.473 -1.213
C -2.336 2.031 -0.070
C -2.402 2.796 1.082
C -3.226 3.920 1.112
H -4.611 3.691 -1.999
H -2.826 1.965 -2.152
H -1.798 2.508 1.934
H -3.288 4.585 1.994
```

Results
charge	-1
frontier orbital gap (spin up / spin down)	4.04 / 4.52	eV
HOMO energy (spin up / spin down)	-1.96 / -2.44	eV
M	850.0	g/mol
expectation value of S²	0.754
LUMO (spin up / spin down)	2.085 / 2.081	eV
multiplicity	2

This record from the Open Molecules 2025 dataset describes a molecular structure, C14H33MgN4O7S4 in a non-equilibrium geometry. The level of theory is wB97M-V/def2-TZVPD.

XYZ file:
```
63
C14H33MgN4O7S4, DFT wB97M-V/def2-TZVPD
Mg 1.838 -0.805 0.656
N -0.855 0.754 0.205
O 0.131 -0.020 0.047
O -1.702 0.475 1.070
O -0.955 1.780 -0.490
C -3.650 -2.351 1.328
C -4.869 -2.474 0.542
N -5.805 -2.650 -0.097
H -3.447 -1.386 1.786
H -2.772 -2.540 0.704
H -3.623 -3.151 2.070
C -4.118 0.954 -1.101
C -3.530 -0.156 -1.852
N -3.047 -1.006 -2.458
H -3.873 0.780 -0.052
H -5.183 1.017 -1.301
H -3.628 1.892 -1.354
C -1.061 3.453 -3.303
C -0.940 4.878 -3.643
N -0.833 5.973 -3.938
H -1.871 3.288 -2.601
H -0.110 3.165 -2.858
H -1.182 2.845 -4.198
C 1.558 2.474 3.010
S 2.720 2.349 1.623
O 2.510 0.998 0.947
C 1.882 3.543 0.535
H 0.528 2.440 2.663
H 1.780 3.433 3.482
H 1.789 1.699 3.734
H 1.634 4.453 1.081
H 0.943 3.101 0.194
H 2.583 3.777 -0.261
C 1.861 -4.322 -1.412
S 0.543 -3.735 -0.299
O 1.171 -2.634 0.535
C -0.488 -2.894 -1.539
H 2.350 -5.156 -0.918
H 2.572 -3.502 -1.527
H 1.467 -4.540 -2.401
H 0.070 -2.114 -2.060
H -1.288 -2.365 -1.029
H -0.810 -3.646 -2.255
C 4.473 1.016 -1.856
S 3.208 -0.220 -2.245
O 2.834 -0.932 -0.947
C 1.825 0.926 -2.558
H 5.393 0.605 -1.443
H 4.095 1.777 -1.176
H 4.767 1.530 -2.775
H 1.622 1.609 -1.740
H 0.961 0.280 -2.704
H 2.087 1.416 -3.497
C 0.130 -2.895 3.402
S 0.842 -1.267 3.839
O 1.185 -0.581 2.523
C -0.714 -0.526 4.420
H -0.373 -3.389 4.235
H 0.963 -3.518 3.086
H -0.604 -2.789 2.606
H -1.075 -1.097 5.272
H -1.408 -0.520 3.580
H -0.501 0.500 4.713
```

Results
charge	+1
frontier orbital gap	10.05	eV
HOMO energy	-12.28	eV
M	522.0	g/mol
energy relative to the best compared isomer or geometry (same formula, charge and spin)	0.0	kJ/mol
LUMO	-2.239	eV
multiplicity	1

This record from the Open Molecules 2025 dataset describes a molecular structure, C23H14Br2CuF5N2OS2. The level of theory is wB97M-V/def2-TZVPD.

XYZ file:
```
50
C23H14Br2CuF5N2OS2, DFT wB97M-V/def2-TZVPD
Cu -1.404 0.082 -0.525
Br -4.027 -5.815 1.111
C -3.282 -4.180 0.589
C -2.364 -4.125 -0.446
C -1.845 -2.891 -0.790
N -2.193 -1.768 -0.165
C -3.083 -1.822 0.837
C -3.651 -3.014 1.245
C -3.397 -0.513 1.467
C -4.324 -0.361 2.482
C -4.542 0.910 2.993
Br -5.788 1.159 4.366
C -3.836 1.987 2.484
C -2.927 1.747 1.472
N -2.712 0.529 0.974
H -2.059 -5.015 -0.976
H -1.137 -2.780 -1.601
H -4.365 -3.054 2.053
H -4.874 -1.201 2.876
H -3.986 2.988 2.861
H -2.338 2.541 1.037
F 4.932 -2.392 -0.392
C 3.748 -1.980 -0.829
C 2.747 -1.657 0.067
F 2.958 -1.766 1.377
C 1.530 -1.205 -0.406
F 0.593 -0.885 0.521
C 1.250 -1.048 -1.755
S -0.270 -0.453 -2.414
C 2.282 -1.386 -2.630
F 2.101 -1.246 -3.944
C 3.509 -1.844 -2.187
F 4.471 -2.132 -3.058
C 0.246 4.295 -0.776
S 0.300 2.599 -1.338
O -0.652 1.920 -0.337
C 1.940 2.184 -0.809
C 2.246 2.081 0.541
C 3.544 1.763 0.906
C 4.512 1.558 -0.072
C 4.190 1.658 -1.418
C 2.890 1.966 -1.797
H 0.452 4.326 0.293
H -0.747 4.681 -0.999
H 0.998 4.854 -1.330
H 1.476 2.224 1.288
H 3.802 1.667 1.952
H 5.523 1.307 0.220
H 4.944 1.485 -2.173
H 2.616 2.021 -2.844
```

Results
charge	+1
frontier orbital gap (spin up / spin down)	6.98 / 6.83	eV
HOMO energy (spin up / spin down)	-10.77 / -10.71	eV
M	716.9	g/mol
energy relative to the best compared isomer or geometry (same formula, charge and spin)	0.0	kJ/mol
expectation value of S²	0.754
LUMO (spin up / spin down)	-3.787 / -3.879	eV
multiplicity	2

This record from the Open Molecules 2025 dataset describes a molecular structure, C19H20N4O2W in a non-equilibrium geometry. The level of theory is wB97M-V/def2-TZVPD.

XYZ file:
```
46
C19H20N4O2W, DFT wB97M-V/def2-TZVPD
N 0.275 1.732 -0.297
C 0.419 2.893 -0.299
C 0.581 4.314 -0.145
H -0.407 4.805 -0.183
H 1.207 4.698 -0.970
H 1.073 4.540 0.819
N 2.303 -1.495 -0.989
C 3.280 -2.135 -0.974
C 4.475 -2.921 -0.863
H 5.226 -2.515 -1.565
H 4.241 -3.965 -1.138
H 4.867 -2.880 0.170
N -1.472 -0.957 -0.295
C -2.476 -1.558 -0.296
C -3.714 -2.275 -0.147
H -3.598 -3.076 0.605
H -3.988 -2.729 -1.116
H -4.512 -1.579 0.167
W 0.492 -0.320 -1.361
C 0.550 -1.979 1.108
O 0.363 -2.748 1.950
C 2.035 0.306 1.108
O 2.655 0.790 1.957
C 1.001 1.030 -2.897
C -0.385 1.076 -2.687
C -1.141 -0.092 -2.687
C -0.532 -1.338 -2.898
C 0.838 -1.385 -3.170
C 1.605 -0.201 -3.170
H 1.610 1.926 -2.845
H -0.884 2.021 -2.550
H -2.207 -0.024 -2.549
H -1.101 -2.261 -2.845
H 1.292 -2.342 -3.402
H 2.664 -0.223 -3.402
C -2.175 1.420 4.347
C -1.129 2.175 3.800
C -0.366 1.612 2.759
N -0.580 0.381 2.326
C -1.616 -0.314 2.762
C -2.441 0.156 3.802
H -2.772 1.808 5.177
H -0.879 3.170 4.152
H 0.416 2.204 2.285
H -1.839 -1.271 2.291
H -3.250 -0.476 4.155
```

Results
charge	+4
frontier orbital gap (spin up / spin down)	6.69 / 5.59	eV
HOMO energy (spin up / spin down)	-22.00 / -22.09	eV
M	520.2	g/mol
energy relative to the best compared isomer or geometry (same formula, charge and spin)	0.0	kJ/mol
expectation value of S²	2.049
LUMO (spin up / spin down)	-15.315 / -16.501	eV
multiplicity	3

E_tot, record by record: -292.2775, -2131.1352, -3806.7407, -3091.5040, -9153.6307, -1170.7921 Ha